Record 1
Formula: C5H8N2
Source: the Open Molecules 2025 dataset
Level of theory: ωB97M-V/def2-TZVPD

Atoms and positions in Å:
C 0.638 0.487 2.548
N 0.073 0.079 1.446
C 0.391 0.685 0.124
C -0.269 -0.285 -0.813
C -0.140 -0.230 -2.300
C -0.994 -1.086 -0.012
N -0.835 -0.883 1.355
H 1.470 0.841 0.035
H 1.455 1.190 2.469
H 0.302 0.067 3.485
H -0.108 1.663 0.091
H -0.760 -0.996 -2.776
H 0.896 -0.400 -2.623
H -0.446 0.743 -2.711
H -1.673 -1.875 -0.316

Properties
Gap between HOMO and LUMO (alpha / beta) in eV: 7.58 / 7.59
Largest force on an atom in eV/A: 0.27
DFT total energy in Eh: -304.73675
ΔE to the lowest compared entry with this formula, charge and spin in eV: 2.687

***

Record 2
Formula: C5H12NO
Source: the Open Molecules 2025 dataset
Level of theory: ωB97M-V/def2-TZVPD

Atoms and positions in Å:
C -0.847 -1.674 -0.408
C -0.751 -0.109 -0.242
C -1.469 0.574 0.866
C 0.705 0.222 -0.448
N 1.657 -0.129 0.719
C 0.935 1.705 -0.897
O 1.660 2.327 -0.165
H -1.652 -2.010 0.376
H 0.123 -2.209 -0.336
H -1.424 -1.695 -1.343
H -1.125 0.220 -1.248
H -0.794 1.076 1.587
H -2.167 -0.124 1.339
H -2.223 1.228 0.587
H 1.162 -0.406 -1.221
H 1.172 -0.527 1.468
H 2.157 -0.981 0.470
H 2.207 0.685 0.894
H 0.675 1.828 -2.000

Properties
Gap between HOMO and LUMO in eV: 10.92
Total charge: +1
Largest force on an atom in eV/A: 3.61
DFT total energy in Eh: -327.38598
ΔE to the lowest compared entry with this formula, charge and spin in eV: 2.003

***

Record 3
Formula: C4H7N3
Source: the Open Molecules 2025 dataset
Level of theory: ωB97M-V/def2-TZVPD

Atoms and positions in Å:
C -1.946 0.906 2.268
C 1.640 0.045 -0.616
C 0.867 -1.222 -0.694
C 0.538 0.975 -0.076
N -2.722 0.493 1.505
N -0.394 -0.990 -0.507
N -0.724 0.281 -0.274
H 2.575 0.141 0.119
H 1.993 0.343 -1.708
H 1.298 -2.237 -0.837
H -3.445 0.065 0.733
H 0.695 1.033 1.045
H 0.663 1.892 -0.544
H -1.038 -1.725 -0.414

Properties
Gap between HOMO and LUMO (alpha / beta) in eV: 7.79 / 7.79
Largest force on an atom in eV/A: 4.74
DFT total energy in Eh: -320.70217
ΔE to the lowest compared entry with this formula, charge and spin in eV: 4.929

***

Record 4
Formula: C4H9NO2
Source: the Open Molecules 2025 dataset
Level of theory: ωB97M-V/def2-TZVPD

Atoms and positions in Å:
N -2.779 -1.875 0.346
C -1.731 -1.066 0.473
O -1.891 -0.024 -0.345
C 0.741 -0.099 1.139
C 0.867 1.022 0.426
C 1.540 1.032 -0.920
O 2.944 0.997 -0.711
H -3.561 -1.694 -0.278
H -2.803 -2.708 0.909
H 0.302 -0.121 2.129
H 1.066 -1.061 0.751
H -1.088 0.517 -0.207
H 0.559 1.975 0.854
H 1.213 0.153 -1.500
H 1.257 1.930 -1.490
H 3.366 1.022 -1.578

Properties
Gap between HOMO and LUMO in eV: 9.50
Largest force on an atom in eV/A: 0.68
DFT total energy in Eh: -362.95627
ΔE to the lowest compared entry with this formula, charge and spin in eV: 3.518

***

Record 5
Formula: C13H44B2Cl2Mg2O13S4
Source: the Open Molecules 2025 dataset
Level of theory: ωB97M-V/def2-TZVPD

Atoms and positions in Å:
Mg -13.292 -8.635 -17.404
Mg -14.551 -12.042 -15.254
Cl -14.569 -10.911 -13.214
Cl -16.240 -13.571 -15.642
B -14.435 -10.580 -16.708
H -14.475 -9.900 -17.608
H -15.324 -10.474 -16.015
H -14.512 -11.645 -17.066
H -13.433 -10.395 -16.218
B -12.648 -13.110 -15.295
H -13.514 -13.346 -14.601
H -12.426 -12.011 -15.100
H -11.753 -13.767 -14.970
H -12.919 -13.332 -16.399
O -12.453 -8.476 -15.640
S -11.625 -8.598 -14.446
O -11.104 -9.849 -13.994
O -10.370 -7.574 -14.660
C -9.079 -8.177 -14.859
C -8.256 -8.263 -13.601
C -12.386 -7.717 -13.094
H -8.590 -7.625 -15.664
H -9.173 -9.173 -15.302
H -8.081 -7.329 -13.064
H -7.274 -8.629 -13.910
H -8.650 -8.953 -12.854
H -11.635 -7.781 -12.312
H -13.313 -8.213 -12.807
H -12.568 -6.699 -13.429
O -17.258 -8.358 -17.010
S -16.360 -7.720 -16.085
O -14.924 -7.777 -16.313
O -16.773 -6.172 -15.946
C -15.888 -5.270 -15.308
C -16.568 -3.893 -15.322
C -16.714 -8.363 -14.457
H -14.919 -5.166 -15.805
H -15.709 -5.547 -14.266
H -17.211 -3.989 -14.432
H -17.242 -3.741 -16.157
H -15.960 -3.066 -14.963
H -17.620 -7.916 -14.049
H -15.914 -8.004 -13.810
H -16.784 -9.441 -14.561
O -12.225 -13.802 -18.714
S -13.052 -13.611 -19.872
O -12.906 -12.428 -20.689
O -12.710 -14.886 -20.820
C -13.306 -15.003 -22.101
C -12.342 -15.510 -23.188
C -14.737 -14.066 -19.349
H -13.577 -13.981 -22.394
H -14.261 -15.530 -22.184
H -12.442 -14.829 -24.031
H -12.583 -16.528 -23.486
H -11.294 -15.513 -22.893
H -14.914 -13.795 -18.309
H -14.862 -15.114 -19.599
H -15.393 -13.495 -20.012
O -16.630 -7.326 -20.260
S -15.569 -8.276 -20.353
O -14.658 -8.472 -19.234
O -16.169 -9.715 -20.673
C -17.141 -10.203 -19.735
C -17.938 -11.365 -20.322
C -14.750 -7.998 -21.895
H -17.899 -9.429 -19.591
H -16.819 -10.482 -18.731
H -18.186 -12.039 -19.507
H -17.354 -11.913 -21.069
H -18.778 -10.982 -20.900
H -14.179 -7.066 -21.804
H -15.389 -7.834 -22.754
H -13.940 -8.716 -22.028
C -11.177 -9.596 -19.325
O -11.787 -9.797 -18.008
H -10.788 -8.589 -19.461
H -10.426 -10.379 -19.430
H -11.884 -9.872 -20.111
H -11.195 -10.451 -17.622

Properties
Gap between HOMO and LUMO in eV: 6.39
Largest force on an atom in eV/A: 2.79
DFT total energy in Eh: -4462.81495

***

Record 6
Formula: C26H23FN4O3
Source: the Open Molecules 2025 dataset
Level of theory: ωB97M-V/def2-TZVPD

Atoms and positions in Å:
O 4.175 0.330 -1.102
C 3.090 0.784 -0.787
C 1.925 0.746 -1.722
C 1.502 -0.471 -2.242
C 0.457 -0.516 -3.146
C -0.174 0.652 -3.553
C -1.325 0.595 -4.520
N -2.297 -0.420 -4.127
C -2.470 -1.503 -4.968
O -1.870 -1.639 -6.009
N -3.385 -2.435 -4.547
C -4.114 -2.356 -3.385
C -5.034 -3.342 -3.031
C -5.744 -3.221 -1.855
C -5.552 -2.128 -1.016
C -4.643 -1.150 -1.361
C -3.917 -1.254 -2.546
C -2.953 -0.215 -2.919
O -2.721 0.770 -2.251
C 0.271 1.870 -3.057
C 1.314 1.920 -2.152
N 2.881 1.396 0.407
C 1.596 1.687 0.995
C 1.367 0.752 2.189
N 2.439 0.908 3.148
C 2.200 0.714 4.500
C 3.061 -0.029 5.314
C 2.834 -0.150 6.672
C 1.732 0.467 7.230
F 1.503 0.346 8.559
C 0.857 1.208 6.456
C 1.097 1.332 5.104
C 3.720 0.574 2.565
C 3.965 1.490 1.360
H 1.998 -1.379 -1.933
H 0.133 -1.467 -3.543
H -0.977 0.323 -5.521
H -1.831 1.563 -4.555
H -3.518 -3.225 -5.164
H -5.182 -4.190 -3.682
H -6.457 -3.986 -1.584
H -6.115 -2.047 -0.100
H -4.470 -0.289 -0.734
H -0.207 2.784 -3.376
H 1.660 2.872 -1.777
H 0.801 1.550 0.262
H 1.594 2.726 1.343
H 0.407 0.972 2.652
H 1.339 -0.286 1.817
H 3.911 -0.538 4.889
H 3.499 -0.726 7.295
H 0.008 1.688 6.916
H 0.427 1.935 4.511
H 4.511 0.749 3.294
H 3.757 -0.476 2.234
H 4.885 1.206 0.848
H 4.037 2.527 1.704

Properties
Gap between HOMO and LUMO in eV: 8.01
Largest force on an atom in eV/A: 0.65
DFT total energy in Eh: -1549.28197
ΔE to the lowest compared entry with this formula, charge and spin in eV: 0.000